ORCA calculation (wB97M-V/def2-TZVPD) on a 2-piece molecular cluster, C3HBrNO2S overall at a distorted geometry.

Values from the calculation:
HOMO energy: -4.1 eV
Energy above the lowest of the compared OMol25 structures with the same formula, charge and spin: 0.000 eV
Charge: -1
Gap between HOMO and LUMO: 7.07 eV

Geometry as XYZ:
```
9
Properties=species:S:1:pos:R:3:nbo_charge:R:1
C 0.71 -0.33 1.03 -0.247
C 0.23 1.02 0.47 0.455
C 0.30 -1.97 -1.94 0.488
N -0.80 0.84 -0.29 -0.681
O 0.69 2.08 0.89 -0.728
O -0.81 -2.05 -2.10 -0.493
S -0.21 -1.70 1.21 -0.044
Br -1.63 2.34 -0.94 0.070
H 1.53 -0.21 1.67 0.180
```



ORCA calculation (wB97M-V/def2-TZVPD) on C5H11N2 as an isolated structure at a distorted geometry.

Values from the calculation:
HOMO energy: -13.7 eV
Energy above the lowest of the compared OMol25 structures with the same formula, charge and spin: 3.149 eV
Charge: +1
Gap between HOMO and LUMO: 9.87 eV

Geometry as XYZ:
```
18
Properties=species:S:1:pos:R:3:nbo_charge:R:1
C -2.50 1.33 0.54 -0.275
C -1.59 -1.06 -1.00 -0.393
C -1.47 0.54 0.90 -0.319
C -0.95 -0.49 -0.03 0.231
C 1.94 -0.31 -0.42 -0.042
N 2.01 0.98 0.09 -0.795
N 0.77 -1.23 0.17 -0.604
H -2.92 2.00 1.31 0.244
H -2.83 1.29 -0.48 0.215
H -1.20 -1.78 -1.60 0.221
H -2.63 -0.94 -1.24 0.255
H -0.99 0.48 1.86 0.226
H 1.78 -0.26 -1.50 0.214
H 2.83 -0.88 -0.27 0.218
H 1.31 1.59 0.01 0.382
H 2.43 1.05 1.05 0.383
H 0.88 -2.20 -0.20 0.433
H 0.88 -1.22 1.15 0.406
```



ORCA calculation (wB97M-V/def2-TZVPD) on a 9-piece molecular cluster, C26H49NO37S10 overall at a distorted geometry.

Values from the calculation:
HOMO energy: -9.0 eV
Structure (SMILES): COCCCC[C@@H]1COS(=O)(=O)[C@H](O)[C@@H]1N=C=S.O=S1(=O)OCCO1.O=S1(=O)OCCO1.O=S1(=O)OCCO1.O=S1(=O)OCCO1.O=S1(=O)OCCO1.O=S1(=O)OCCO1.O=S1(=O)OCCO1.O=S1(=O)OCCO1
Gap between HOMO and LUMO: 9.15 eV

Geometry as XYZ:
```
123
Properties=species:S:1:pos:R:3:mulliken_charge:R:1
C 2.76 -0.82 -0.80 -0.458
O 2.38 0.21 -1.68 -0.407
C 2.03 1.42 -1.01 -0.245
C 0.66 1.33 -0.30 1.431
C -0.37 2.00 -1.24 -1.107
C -1.85 1.87 -0.81 -1.602
C -2.30 0.44 -0.54 2.937
C -2.26 -0.47 -1.77 -1.927
O -3.09 -0.05 -2.88 0.149
S -4.60 0.14 -2.44 1.223
O -4.99 1.51 -2.58 -0.686
O -5.48 -0.71 -3.21 -0.763
C -4.71 -0.46 -0.71 -0.850
O -6.03 -0.23 -0.31 -0.537
C -3.70 0.36 0.14 -0.030
N -4.31 1.72 0.32 -0.579
C -4.68 1.99 1.44 0.511
S -5.01 2.20 2.97 -0.444
H 3.84 -0.87 -0.60 0.240
H 2.47 -1.78 -1.25 0.141
H 2.25 -0.77 0.18 0.169
H 2.05 2.22 -1.76 0.525
H 2.83 1.64 -0.28 -0.237
H 0.42 0.33 0.01 -0.398
H 0.73 1.98 0.59 -0.313
H -0.15 3.07 -1.24 0.334
H -0.22 1.67 -2.28 0.517
H -2.46 2.28 -1.63 0.074
H -2.00 2.54 0.04 0.806
H -1.60 0.00 0.18 -1.734
H -2.49 -1.51 -1.53 0.662
H -1.24 -0.50 -2.16 0.818
H -4.45 -1.52 -0.66 0.722
H -6.34 -0.95 0.26 0.433
H -3.61 -0.10 1.13 0.931
O 2.51 3.66 1.88 -0.377
S 1.34 4.39 2.22 1.051
O 0.44 3.96 3.22 -0.601
O 0.51 4.65 0.87 -0.135
C 0.33 6.07 0.68 -0.109
C 1.52 6.71 1.35 -0.535
O 1.75 5.91 2.52 -0.338
H -0.60 6.35 1.17 0.112
H 0.28 6.31 -0.38 0.367
H 1.35 7.74 1.63 0.375
H 2.42 6.64 0.72 0.288
O 3.91 -4.37 -1.79 -0.493
S 3.89 -4.71 -3.17 1.062
O 4.02 -6.04 -3.63 -0.553
O 4.97 -3.79 -3.93 -0.331
C 4.33 -3.03 -4.96 -0.407
C 2.92 -2.82 -4.46 0.224
O 2.58 -4.07 -3.83 -0.212
H 4.35 -3.61 -5.88 0.324
H 4.86 -2.08 -5.11 0.324
H 2.22 -2.60 -5.27 0.138
H 2.86 -2.03 -3.71 -0.036
O -1.39 -1.09 2.20 -0.638
S 0.01 -1.11 2.43 0.885
O 0.84 -0.01 2.10 -0.440
O 0.60 -2.43 1.76 -0.141
C 1.28 -3.23 2.74 -0.339
C 0.57 -2.91 4.04 -0.353
O 0.28 -1.51 3.96 -0.301
H 2.32 -2.93 2.77 0.302
H 1.22 -4.29 2.49 0.354
H 1.18 -3.12 4.91 0.243
H -0.38 -3.45 4.12 0.199
O -2.14 9.37 3.59 -0.545
S -2.62 8.09 3.21 1.083
O -2.65 7.66 1.85 -0.529
O -4.08 7.89 3.84 -0.305
C -4.09 6.72 4.67 -0.293
C -2.67 6.59 5.18 -0.367
O -1.86 6.98 4.06 -0.244
H -4.37 5.86 4.06 0.257
H -4.81 6.83 5.48 0.305
H -2.42 5.58 5.50 0.329
H -2.47 7.29 6.00 0.284
O 8.22 1.05 -0.40 -0.549
S 7.15 1.98 -0.48 1.095
O 6.78 2.61 -1.70 -0.548
O 7.38 3.12 0.63 -0.350
C 6.25 3.16 1.51 -0.278
C 5.69 1.76 1.51 -0.201
O 5.83 1.32 0.16 -0.241
H 5.53 3.87 1.11 0.245
H 6.55 3.48 2.51 0.355
H 4.64 1.73 1.82 0.189
H 6.27 1.10 2.15 0.287
O -3.56 1.28 -5.99 -0.633
S -2.75 0.13 -5.92 1.056
O -2.77 -0.74 -4.80 -0.317
O -1.23 0.56 -6.22 -0.337
C -0.72 -0.16 -7.35 -0.201
C -1.94 -0.45 -8.20 -0.431
O -2.97 -0.74 -7.26 -0.350
H -0.26 -1.08 -6.98 0.152
H 0.02 0.44 -7.87 0.318
H -1.78 -1.29 -8.87 0.335
H -2.23 0.43 -8.78 0.302
O -1.47 -5.87 -1.90 -0.586
S -2.34 -4.77 -2.15 0.890
O -2.14 -3.50 -1.56 -0.350
O -3.84 -5.24 -1.88 -0.329
C -4.64 -5.05 -3.06 -0.230
C -3.66 -5.19 -4.21 -0.385
O -2.47 -4.56 -3.74 -0.233
H -5.07 -4.05 -3.02 0.179
H -5.44 -5.79 -3.10 0.329
H -4.02 -4.71 -5.11 0.340
H -3.44 -6.24 -4.41 0.287
O 0.39 -6.33 5.09 -0.582
S 1.54 -5.74 5.67 1.207
O 2.49 -5.02 4.90 -0.520
O 2.30 -6.85 6.54 -0.306
C 2.41 -6.42 7.90 -0.382
C 1.21 -5.52 8.12 -0.332
O 1.07 -4.80 6.89 -0.279
H 3.35 -5.86 8.01 0.284
H 2.42 -7.27 8.57 0.318
H 1.35 -4.83 8.95 0.300
H 0.31 -6.11 8.28 0.291
```



ORCA calculation (wB97M-V/def2-TZVPD) on C15H17IrN2S2 as an isolated structure at a distorted geometry.

Values from the calculation:
HOMO energy (spin up / spin down): -15.0 / -15.0 eV
Multiplicity: 5
Expectation value of S²: 6.0158
Charge: +2
Gap between HOMO and LUMO (spin up / spin down): 8.24 / 5.13 eV

Geometry as XYZ:
```
37
Properties=species:S:1:pos:R:3:mulliken_spin:R:1
C -2.33 1.47 -0.95 0.048
C -1.56 2.57 -1.15 0.040
H -2.53 1.02 0.06 -0.003
H -2.36 0.52 -1.68 -0.002
H -0.84 2.73 -2.07 -0.002
H -1.12 3.18 -0.33 0.001
Ir 0.99 0.26 -0.38 2.498
C 0.37 -1.20 -2.07 0.311
C 0.26 0.06 -2.80 0.141
C 2.47 0.03 -1.78 0.112
C 1.74 -1.28 -1.41 0.126
H -0.59 0.39 -3.38 0.013
H 1.73 1.79 -3.03 0.010
H 3.50 0.26 -1.52 0.021
C 1.50 0.83 -2.60 0.254
H 2.16 -2.10 -0.84 -0.004
H -0.34 -1.99 -2.04 0.035
C 1.75 3.03 0.84 0.058
C 0.71 2.25 1.52 0.062
N 0.23 1.06 1.07 0.092
C -0.52 0.35 2.03 0.015
C -0.57 1.04 3.22 -0.002
S 0.25 2.57 3.16 0.035
C -0.96 -0.99 1.80 0.008
C -1.81 -1.73 2.63 0.013
S -1.93 -3.38 2.11 0.026
C -0.83 -2.96 0.71 -0.007
N -0.46 -1.74 0.77 0.106
C -0.46 -4.05 -0.23 0.004
H 1.44 4.08 0.77 0.009
H 2.68 2.96 1.44 0.005
H 1.92 2.61 -0.16 -0.023
H -1.02 0.62 4.14 0.002
H -2.32 -1.30 3.49 0.000
H -0.55 -4.98 0.32 -0.001
H -1.16 -4.08 -1.07 0.000
H 0.55 -3.90 -0.59 0.000
```



ORCA calculation (wB97M-V/def2-TZVPD) on a 2-piece molecular cluster, C41H36N2O3S overall at a distorted geometry.

Values from the calculation:
HOMO energy: -6.3 eV
Energy above the lowest of the compared OMol25 structures with the same formula, charge and spin: 1.364 eV
Gap between HOMO and LUMO: 4.01 eV

Geometry as XYZ:
```
83
Properties=species:S:1:pos:R:3:mulliken_charge:R:1
C 3.69 -4.33 1.21 -0.475
C 2.81 -4.03 2.25 -0.784
C 1.49 -3.69 1.96 -0.366
C 1.09 -3.58 0.63 0.072
S -0.61 -3.07 0.27 1.291
C -1.20 -4.58 0.00 -0.555
C -2.37 -5.18 0.59 0.301
O -2.35 -6.39 0.90 -0.711
C -3.61 -4.34 0.76 0.195
C -3.90 -3.28 -0.10 0.030
C -5.06 -2.52 0.08 -0.662
C -5.95 -2.84 1.10 -0.404
C -5.70 -3.95 1.93 -0.490
C -4.54 -4.71 1.74 -0.542
O -1.25 -2.63 1.49 -0.674
O -0.76 -2.41 -1.02 -0.507
C 1.93 -3.95 -0.41 -0.266
C 3.25 -4.31 -0.12 -0.754
H 4.73 -4.60 1.43 0.383
H 3.14 -4.06 3.29 0.408
H 0.77 -3.49 2.76 0.519
H -0.48 -5.23 -0.50 0.461
H -3.21 -3.05 -0.92 0.494
H -5.25 -1.67 -0.59 0.399
H -6.86 -2.25 1.25 0.375
H -6.39 -4.22 2.72 0.366
H -4.34 -5.59 2.35 0.421
H 1.56 -3.94 -1.44 0.451
H 3.93 -4.56 -0.94 0.422
C 2.61 0.31 -5.33 -1.565
N 3.36 0.25 -4.08 0.145
C 4.61 0.92 -4.09 0.258
C 4.72 2.16 -4.76 -0.206
C 5.91 2.87 -4.73 -0.657
C 7.04 2.34 -4.08 -0.450
C 6.96 1.07 -3.49 -0.627
C 5.76 0.36 -3.50 -0.221
C 2.66 -0.04 -2.92 1.962
C 3.30 -0.34 -1.69 -1.070
C 2.55 -0.64 -0.55 -0.704
C 1.15 -0.53 -0.56 0.579
C 0.31 -0.76 0.63 -1.638
C -0.59 0.32 1.03 0.395
C -1.65 0.09 1.92 -0.583
C -2.56 1.08 2.26 -1.113
C -2.33 2.42 1.90 0.551
N -3.23 3.42 2.28 0.503
C -4.63 3.27 1.92 -1.198
C -2.82 4.64 2.87 -0.263
C -3.12 5.87 2.26 -0.117
C -2.73 7.06 2.87 -0.619
C -2.15 7.05 4.14 -0.376
C -1.90 5.83 4.78 -0.636
C -2.19 4.63 4.14 -0.101
C -1.20 2.70 1.11 -0.622
C -0.39 1.68 0.63 -0.569
C 0.52 -0.14 -1.76 -0.442
C 1.24 0.01 -2.93 -0.560
H 1.92 -0.54 -5.39 0.493
H 2.03 1.25 -5.42 0.455
H 3.31 0.26 -6.17 0.374
H 3.85 2.56 -5.28 0.318
H 5.96 3.85 -5.21 0.363
H 7.97 2.90 -4.06 0.364
H 7.84 0.63 -3.01 0.372
H 5.70 -0.64 -3.06 0.465
H 4.38 -0.36 -1.64 0.161
H 3.06 -0.92 0.37 0.389
H 0.73 -1.34 1.45 1.046
H -1.79 -0.90 2.34 0.575
H -3.45 0.83 2.86 0.511
H -5.26 3.76 2.67 0.303
H -4.84 3.73 0.94 0.308
H -4.88 2.21 1.88 0.480
H -3.61 5.86 1.28 0.309
H -2.90 8.00 2.35 0.356
H -1.89 7.99 4.63 0.372
H -1.48 5.81 5.79 0.358
H -1.98 3.66 4.61 0.400
H -0.99 3.74 0.83 0.441
H 0.42 1.93 -0.05 0.386
H -0.55 0.01 -1.77 0.559
H 0.70 0.22 -3.85 0.389
```



ORCA calculation (wB97M-V/def2-TZVPD) on a 15-piece molecular cluster, C40H115N25O20 overall at a distorted geometry.

Values from the calculation:
HOMO energy: -8.3 eV
Gap between HOMO and LUMO: 8.34 eV

Geometry as XYZ:
```
200
Properties=species:S:1:pos:R:3:mulliken_charge:R:1
C 4.90 -3.19 -6.56 -0.756
O 4.93 -3.21 -5.17 -0.364
C 3.69 -2.93 -4.56 -0.570
C 3.83 -2.92 -3.07 -0.737
N 3.00 -1.96 -2.38 0.722
C 3.74 -0.70 -2.09 -0.906
C 4.79 -0.92 -0.98 -0.836
O 4.18 -1.41 0.23 -0.100
C 5.19 -1.83 1.09 -0.804
H 4.25 -3.95 -7.01 0.299
H 5.98 -3.46 -6.87 0.235
H 4.59 -2.26 -7.01 0.318
H 3.13 -3.80 -4.83 0.442
H 3.20 -2.02 -4.94 0.243
H 4.89 -2.75 -2.92 0.195
H 3.68 -3.91 -2.65 0.441
H 2.57 -2.42 -1.61 -0.166
H 3.00 0.12 -1.84 0.149
H 4.27 -0.44 -2.99 0.549
H 5.38 0.00 -0.82 0.414
H 5.54 -1.70 -1.25 0.563
H 4.75 -2.46 1.87 0.230
H 5.74 -0.99 1.68 0.208
H 5.94 -2.44 0.52 0.372
C 7.05 8.73 -4.93 -0.680
O 6.27 8.31 -3.85 -0.270
C 6.70 8.93 -2.59 -0.682
C 5.71 8.56 -1.49 -0.542
N 5.78 7.20 -1.04 -0.285
C 4.47 6.63 -0.62 -0.952
C 4.66 5.23 0.01 0.330
O 5.29 4.28 -0.86 -0.419
C 4.55 4.05 -2.07 -0.552
H 8.10 8.30 -4.92 0.254
H 7.13 9.79 -4.81 0.318
H 6.53 8.38 -5.84 0.208
H 6.83 10.02 -2.62 0.467
H 7.68 8.57 -2.18 0.330
H 4.69 8.82 -1.91 0.287
H 5.92 9.18 -0.60 0.315
H 6.27 6.57 -1.68 0.286
H 3.68 6.55 -1.38 0.278
H 4.05 7.22 0.18 0.622
H 3.70 4.84 0.40 -0.243
H 5.36 5.22 0.86 0.219
H 3.64 3.45 -1.91 0.165
H 5.27 3.53 -2.71 0.236
H 4.23 5.00 -2.51 0.305
C -4.63 3.36 -8.76 -0.800
O -5.10 2.46 -7.76 -0.304
C -5.89 1.36 -8.22 -0.752
C -6.44 0.64 -6.99 -0.041
N -7.44 1.31 -6.25 -0.374
C -8.13 0.39 -5.27 -0.942
C -7.23 -0.08 -4.12 0.163
O -6.92 1.02 -3.30 -0.387
C -6.93 0.68 -1.87 -0.547
H -5.38 3.86 -9.35 0.344
H -3.91 2.86 -9.45 0.300
H -4.14 4.21 -8.19 0.245
H -5.28 0.64 -8.74 0.333
H -6.71 1.75 -8.85 0.457
H -5.48 0.21 -6.40 -0.109
H -6.97 -0.25 -7.35 0.364
H -7.10 2.14 -5.71 0.301
H -8.51 -0.51 -5.78 0.412
H -8.98 0.93 -4.79 0.303
H -6.30 -0.58 -4.53 -0.109
H -7.74 -0.91 -3.67 0.470
H -6.24 -0.16 -1.76 0.077
H -7.90 0.31 -1.57 0.385
H -6.65 1.56 -1.23 0.275
C 3.45 -2.38 12.19 -0.706
O 2.36 -1.87 11.47 -0.413
C 2.58 -1.72 10.07 -0.552
C 1.94 -2.88 9.37 -0.637
N 0.53 -3.04 9.58 -0.303
C 0.11 -4.28 8.92 -0.754
C -0.09 -4.10 7.48 0.071
O -0.52 -5.39 6.92 -0.400
C -1.05 -5.30 5.65 -0.517
H 3.50 -1.80 13.07 0.264
H 4.36 -2.25 11.60 0.343
H 3.40 -3.45 12.38 0.260
H 3.68 -1.63 9.89 0.371
H 2.17 -0.77 9.75 0.199
H 2.58 -3.69 9.65 0.556
H 2.18 -2.75 8.29 0.283
H 0.38 -3.14 10.55 0.275
H -0.83 -4.61 9.36 0.420
H 0.87 -5.08 9.08 0.247
H 0.81 -3.77 6.95 0.283
H -0.91 -3.41 7.20 -0.039
H -0.26 -5.10 4.92 0.281
H -1.71 -4.41 5.55 0.132
H -1.63 -6.16 5.38 0.311
C 2.21 2.29 1.34 0.003
O 0.92 2.24 1.83 -0.233
C 0.53 1.25 2.84 0.026
C 0.98 -0.19 2.54 -0.266
N -0.01 -0.81 1.53 -0.624
C 0.23 -0.38 0.19 1.671
C -0.91 0.43 -0.39 -2.067
O -2.06 -0.41 -0.59 0.544
C -2.99 0.20 -1.43 -0.802
H 2.21 2.91 0.43 0.015
H 2.59 1.31 1.06 -0.184
H 2.93 2.73 2.04 0.156
H -0.52 1.28 2.80 0.505
H 0.96 1.68 3.77 -0.567
H 0.85 -0.71 3.51 0.511
H 2.06 -0.18 2.20 0.020
H 0.24 -1.78 1.57 0.197
H 0.36 -1.23 -0.50 -0.037
H 1.19 0.13 0.14 -0.693
H -0.48 0.75 -1.37 0.562
H -1.18 1.19 0.29 0.550
H -2.66 0.27 -2.47 0.261
H -3.23 1.16 -1.04 0.413
H -3.95 -0.42 -1.41 -0.109
C -6.08 -2.14 2.04 0.489
O -6.56 -2.17 0.92 -0.639
N -6.63 -1.30 2.96 -0.465
N -4.91 -2.87 2.42 -0.233
H -7.27 -0.64 2.55 0.259
H -6.00 -0.99 3.66 0.301
H -4.78 -2.92 3.41 0.254
H -4.70 -3.69 1.85 0.078
C -4.57 -3.90 -4.77 0.580
O -4.92 -4.84 -4.06 -0.811
N -4.26 -2.68 -4.21 0.025
N -4.69 -3.94 -6.12 -0.371
H -3.49 -2.21 -4.67 0.026
H -4.05 -2.67 -3.16 0.031
H -4.55 -3.11 -6.71 0.175
H -4.75 -4.81 -6.63 0.232
C -0.32 -4.19 -0.46 0.187
O 0.66 -3.59 -0.95 -0.509
N -0.27 -5.51 -0.15 -0.467
N -1.47 -3.55 -0.21 0.391
H 0.67 -5.79 -0.05 0.255
H -0.86 -6.04 0.44 0.198
H -1.65 -2.69 -0.75 -0.230
H -2.26 -4.11 0.11 0.090
C 1.42 5.92 2.24 0.497
O 1.82 7.01 1.83 -0.688
N 0.55 5.16 1.50 -0.235
N 1.70 5.47 3.51 -0.273
H 0.13 4.27 1.73 0.166
H 0.27 5.61 0.67 0.173
H 1.59 4.51 3.76 0.205
H 2.30 6.13 3.98 0.209
C -0.52 -1.89 -4.56 0.374
O -1.42 -1.62 -5.31 -0.666
N 0.60 -1.13 -4.43 -0.041
N -0.45 -3.16 -3.98 -0.148
H 0.38 -0.24 -4.85 0.178
H 1.40 -1.35 -3.87 -0.029
H 0.17 -3.33 -3.11 0.017
H -1.01 -3.87 -4.34 0.183
C -4.28 -5.36 -0.78 0.571
O -3.57 -5.31 0.23 -0.786
N -5.35 -4.58 -1.09 -0.123
N -3.98 -6.39 -1.69 -0.455
H -5.57 -4.56 -2.07 0.161
H -5.73 -3.92 -0.42 0.186
H -4.21 -6.25 -2.67 0.298
H -3.16 -6.91 -1.50 0.242
C 3.24 2.18 4.78 0.450
O 2.32 3.05 5.06 -0.789
N 4.48 2.64 4.44 -0.384
N 3.13 0.82 4.81 0.123
H 5.31 2.11 4.19 0.149
H 4.59 3.62 4.24 0.261
H 4.03 0.38 4.63 0.200
H 2.43 0.32 5.32 0.105
C -2.93 -0.58 3.80 0.271
O -4.11 -0.44 4.21 -0.842
N -2.53 -0.12 2.56 0.125
N -1.99 -1.23 4.58 0.030
H -3.40 0.14 2.11 0.145
H -1.72 -0.46 1.99 0.226
H -1.11 -1.47 4.11 0.069
H -2.17 -1.52 5.53 0.080
C 0.40 0.38 7.07 0.725
O 0.98 -0.30 6.21 -0.839
N 0.19 1.74 7.03 -0.400
N -0.02 -0.19 8.24 -0.353
H 0.72 2.25 6.32 0.143
H -0.07 2.36 7.78 0.208
H -0.62 0.45 8.84 0.162
H 0.06 -1.20 8.42 0.223
C -0.90 1.37 -7.40 0.495
O -0.76 2.61 -7.46 -0.719
N -2.11 0.86 -7.24 -0.189
N 0.23 0.63 -7.57 -0.385
H -2.79 1.62 -7.12 0.163
H -2.27 -0.08 -6.83 0.212
H 0.96 0.96 -8.28 0.263
H 0.10 -0.40 -7.62 0.188
```



ORCA calculation (wB97M-V/def2-TZVPD) on one molecule with the formula C4H9N3O2 at a distorted geometry.

Values from the calculation:
HOMO energy: -9.7 eV
Energy above the lowest of the compared OMol25 structures with the same formula, charge and spin: 3.453 eV
Structure (SMILES): NCC(=O)NCC(N)=O
Gap between HOMO and LUMO: 10.11 eV

Geometry as XYZ:
```
18
Properties=species:S:1:pos:R:3:nbo_charge:R:1
N -2.31 0.82 1.76 -0.782
C -1.15 0.44 0.87 -0.333
C -0.57 -0.83 1.18 0.675
O -0.84 -1.42 2.25 -0.623
N 0.35 -1.40 0.26 -0.598
C 0.71 -0.84 -1.01 -0.280
C 1.53 0.48 -0.84 0.659
N 1.90 1.06 -2.00 -0.773
O 1.80 0.97 0.30 -0.609
H -1.97 0.37 2.51 0.363
H -3.10 0.36 1.45 0.344
H -0.49 1.10 0.89 0.224
H -1.43 0.50 -0.20 0.189
H 0.62 -2.24 0.56 0.398
H 1.08 -1.39 -1.59 0.191
H -0.19 -0.58 -1.48 0.203
H 2.35 1.78 -1.97 0.366
H 1.69 0.82 -2.93 0.389
```



| no. | calculated total energy (eV) |
| --- | --- |
| 1 | -89589.47948 |
| 2 | -8333.97019 |
| 3 | -213346.08819 |
| 4 | -43297.25360 |
| 5 | -63053.53386 |
| 6 | -121550.52350 |
| 7 | -12856.47480 |